1.
Molecular formula: C7H16B2N2O3
Method: DFT, wB97M-V/def2-TZVPD

Each line ends with the natural charge from an NBO analysis.
Atoms and positions in Å:
C: 3.82625 1.50612 -1.68304  -0.971
B: 2.62063 0.64159 -1.08928  1.004
O: 2.04050 -0.34119 -1.74759  -0.902
N: 1.84409 1.06382 0.02609  -0.853
C: 0.71456 0.18212 0.55751  0.011
C: 1.06044 -1.27675 0.20428  0.467
O: 1.94977 -1.88302 0.73295  -0.547
C: 0.37043 0.17000 1.94856  -0.435
C: -1.07794 -0.41825 2.04485  -0.191
N: -1.56689 -0.32322 0.68614  -0.684
B: -2.85294 -0.74154 0.29721  1.016
C: -3.67673 -0.35699 -0.98767  -0.976
O: -3.36031 -1.54409 1.35343  -0.907
C: -0.61871 0.55721 -0.14197  -0.204
H: 3.55361 2.48373 -1.24930  0.238
H: 3.99329 1.34406 -2.70251  0.227
H: 4.80803 1.16674 -1.16411  0.235
H: 2.37294 -0.68061 -2.67097  0.518
H: 2.12183 1.75448 0.67024  0.393
H: 0.48940 -1.70737 -0.72217  0.124
H: 0.33350 1.26410 2.18597  0.203
H: 1.17136 -0.38822 2.55299  0.243
H: -0.97271 -1.38453 2.33935  0.204
H: -1.80484 0.22098 2.63574  0.200
H: -3.16592 -0.29782 -2.07276  0.234
H: -4.16994 0.47377 -0.67186  0.236
H: -4.45396 -1.09276 -1.15398  0.226
H: -3.96115 -2.26778 1.05907  0.489
H: -0.94155 1.61951 -0.10480  0.195
H: -0.64704 0.25590 -1.13236  0.207

Force components x, y, z for each atom (eV/Å):
C 0.75 -1.11 4.09
B 0.82 2.55 0.11
O -0.20 -3.50 -4.60
N -1.16 -1.90 0.99
C 0.63 0.41 -4.31
C -0.38 -0.69 -2.32
O -0.36 -0.02 0.33
C 0.38 1.54 3.51
C 0.22 3.77 -0.74
N 0.78 1.60 -2.58
B 0.82 -1.15 1.08
C 2.33 -3.01 -2.75
O -1.14 -0.83 -1.09
C -1.24 -0.81 3.04
H 0.71 0.16 -1.11
H -0.04 0.53 -1.63
H -1.48 0.65 -0.68
H -0.67 1.31 3.07
H 0.48 0.78 0.66
H 0.46 0.31 1.72
H 0.16 -0.79 0.70
H -1.35 0.98 -0.57
H -0.41 -2.81 1.21
H 1.29 -1.08 0.21
H -0.85 0.42 2.74
H -1.43 2.99 0.20
H -0.29 -0.33 0.08
H 0.48 1.15 0.35
H 0.67 -0.41 0.30
H 0.02 -0.67 -2.01

Properties
LUMO level: 0.377 eV
Total charge: 0
Structure (SMILES): CB(O)N[C@@]1(C=O)CCN(B(C)O)C1
HOMO: -8.9 eV
Molecular weight: 197.8 g/mol
Calculated total energy: -661.3685 hartree
Relative energy (zero: lowest compared OMol25 entry of this formula, charge and spin): 1.021 eV

2.
Molecular formula: CH3O4
Method: DFT, wB97M-V/def2-TZVPD

Each line ends with the natural charge from an NBO analysis.
Atoms and positions in Å:
C: -0.54878 -0.32352 -0.06747  0.141
O: 2.82170 -0.02615 0.17740  0.144
O: -1.58579 0.56714 -0.21189  -0.650
O: 0.65170 0.31483 0.18082  -0.019
O: 1.75331 -0.35076 -0.26809  0.299
H: -0.53729 -0.83748 -1.04120  0.258
H: -0.86323 -0.81095 0.88730  0.279
H: -1.69163 1.46688 0.34312  0.548

Force components x, y, z for each atom (eV/Å):
C -3.35 0.40 -0.19
O -0.45 0.76 0.45
O -0.43 3.25 0.54
O 1.83 2.24 1.68
O 0.18 -1.84 -1.38
H 0.29 -0.74 0.66
H 1.07 -0.92 -0.42
H 0.86 -3.15 -1.34

Properties
LUMO level (spin up / spin down): -8.748 / -10.349 eV
Total charge: +1
HOMO (spin up / spin down): -17.1 / -16.5 eV
Molecular weight: 79.0 g/mol
Calculated total energy: -340.2177 hartree
Relative energy (zero: lowest compared OMol25 entry of this formula, charge and spin): 7.027 eV

3.
Molecular formula: C4H8N4O
Method: DFT, wB97M-V/def2-TZVPD

Each line ends with the natural charge from an NBO analysis.
Atoms and positions in Å:
C: 0.55911 2.06728 2.00600  -0.417
N: 0.13064 1.28686 0.87372  -0.191
N: -0.89563 1.68063 0.09434  -0.078
N: -1.05589 0.77331 -0.82669  -0.236
C: -0.16255 -0.21160 -0.65884  -0.050
C: -0.13960 -1.39546 -1.58831  -0.236
N: -1.38186 -2.12436 -1.85957  -0.812
C: 0.60208 0.09493 0.44205  0.416
O: 1.63279 -0.51667 1.04803  -0.657
H: 0.34865 1.55798 2.95491  0.213
H: 1.64870 2.30026 1.90683  0.217
H: -0.05933 2.94695 1.97817  0.238
H: 0.59341 -2.09463 -1.18674  0.172
H: 0.26171 -1.11422 -2.59098  0.208
H: -2.02875 -1.44931 -2.29853  0.365
H: -1.79656 -2.40108 -0.97337  0.350
H: 1.74311 -1.40087 0.67898  0.498

Force components x, y, z for each atom (eV/Å):
C 0.68 -0.09 0.12
N 0.17 -0.88 -0.12
N -0.03 -0.20 -0.36
N -0.34 1.03 0.53
C -0.13 -0.73 -0.40
C 0.75 -0.06 -0.71
N -0.25 0.91 0.13
C -0.42 0.29 -0.42
O 0.19 0.03 0.32
H 0.24 -0.06 -0.29
H -0.98 -0.08 0.23
H 0.06 0.54 0.00
H 0.09 -0.30 -0.02
H -0.18 0.05 0.75
H 0.29 -0.60 0.41
H -0.13 0.05 -0.16
H -0.02 0.09 -0.01

Properties
LUMO level: 0.416 eV
Total charge: 0
Structure (SMILES): Cn1nnc(CN)c1O
HOMO: -8.9 eV
Molecular weight: 128.1 g/mol
Calculated total energy: -451.4436 hartree
Relative energy (zero: lowest compared OMol25 entry of this formula, charge and spin): 2.030 eV

4.
Molecular formula: C4H7NOS
Method: DFT, wB97M-V/def2-TZVPD

Each line ends with the natural charge from an NBO analysis.
Atoms and positions in Å:
N: 0.13958 0.30982 -1.37390  -0.797
C: -0.29912 -0.59010 -0.36552  0.234
C: 0.09470 -0.68582 0.85223  -0.398
C: 0.75800 0.31528 1.64007  -0.217
S: 1.33181 1.87638 1.18246  -0.120
C: -1.02124 -1.72239 -0.92641  -0.116
O: -1.98946 -1.31546 -1.82925  -0.693
H: -0.55868 0.23481 -2.16443  0.404
H: 0.58259 1.25438 -1.16423  0.434
H: -0.24727 -1.58253 1.46431  0.214
H: 1.20927 -0.28200 2.51774  0.202
H: -1.45391 -1.93567 -0.00030  0.172
H: -0.52896 -2.73185 -1.27686  0.216
H: -2.56749 -0.52619 -1.24653  0.464

Force components x, y, z for each atom (eV/Å):
N -1.63 0.26 0.67
C 2.75 2.15 -6.71
C 0.28 0.31 5.92
C 2.77 -0.12 -0.40
S -1.20 -2.56 0.97
C -0.20 -2.48 -0.06
O -3.25 3.64 1.44
H 1.54 0.48 0.96
H -1.12 -1.88 0.02
H 0.53 1.14 -0.98
H -0.76 1.89 -0.54
H -1.62 -1.85 1.19
H -0.33 2.47 0.31
H 2.24 -3.44 -2.79

Properties
LUMO level: -0.744 eV
Total charge: 0
Structure (SMILES): N/C(=C\C=S)CO
HOMO: -8.5 eV
Molecular weight: 117.2 g/mol
Calculated total energy: -684.6849 hartree
Relative energy (zero: lowest compared OMol25 entry of this formula, charge and spin): 3.323 eV

| no. | strongest force on any atom (eV/A) |
| --- | --- |
| 1 | 5.79 |
| 2 | 3.53 |
| 3 | 1.21 |
| 4 | 7.57 |